Computed, not measured: a structure of composition C32H61N5O6ScSi4 at a distorted geometry, with ωB97M-V/def2-TZVPD.

**Net charge**: +1
**Spin multiplicity**: 1
**ΔE to the lowest compared entry with this formula, charge and spin**: 23.8 kJ/mol
**Lowest unoccupied orbital energy (alpha / beta)**: -2.3 / -3.2 eV
**HOMO (alpha / beta)**: -9.3 / -8.0 eV

Each line ends with the Löwdin charge.
Positions of all 109 atoms, in Å:
Sc  -2.0842  0.3150  0.8934  1.072
O  -6.4778  3.6121  0.9855  0.147
C  -5.2230  3.1632  0.9564  -0.356
O  -5.0099  1.9372  0.6948  -0.005
C  -4.2144  4.3452  1.1420  -0.052
O  -3.2685  4.4322  0.0173  -0.118
C  -1.8425  4.2328  0.4398  -0.020
C  -1.6245  2.6756  0.6516  -0.478
O  -1.8416  2.1443  1.8246  -0.087
O  -1.4130  1.9093  -0.3581  -0.067
H  -7.0902  2.9327  0.6945  0.137
H  -3.6162  4.3449  2.0744  0.138
H  -4.8345  5.2390  1.1291  0.131
H  -1.7394  4.7627  1.4088  0.131
H  -1.2250  4.7535  -0.2580  0.119
C  -3.2207  -2.1089  2.7435  -0.080
N  -3.7645  -0.9321  2.0121  -0.333
C  -4.3754  0.0393  2.9275  -0.069
C  -4.7040  -1.5080  0.9375  -0.121
C  -3.8353  -1.9987  -0.2342  -0.173
N  -3.3802  -0.8273  -1.0426  -0.304
C  -4.4487  -0.0104  -1.6830  -0.040
C  -2.3792  -1.3221  -2.0047  -0.068
H  -4.0408  -2.7084  3.2195  0.114
H  -2.5689  -1.7396  3.5591  0.078
H  -2.6051  -2.7269  2.0892  0.083
H  -5.2062  -0.4589  3.4590  0.112
H  -4.7816  0.9040  2.3981  0.058
H  -3.5550  0.3396  3.6083  0.095
H  -5.3978  -0.7207  0.7073  0.099
H  -5.2348  -2.3632  1.3547  0.124
H  -4.4419  -2.6965  -0.8287  0.137
H  -2.9500  -2.5499  0.0675  0.109
H  -4.9336  -0.6193  -2.4507  0.106
H  -3.9770  0.8622  -2.0643  0.081
H  -5.1791  0.3781  -0.9538  0.065
H  -2.5628  -2.3223  -2.4136  0.099
H  -1.4187  -1.4534  -1.4588  0.086
H  -2.3364  -0.6501  -2.8296  0.077
C  0.4558  -6.3840  5.0115  -0.054
C  1.0693  -4.9927  5.0665  -0.281
C  2.4439  -4.8201  5.1780  -0.051
C  2.9813  -3.5558  5.2810  -0.027
C  2.1750  -2.4229  5.4650  -0.218
N  2.7532  -1.1780  5.8923  0.134
C  2.0683  0.0425  6.0741  -0.495
O  2.5442  0.9055  6.8190  0.064
N  0.9391  0.2152  5.2907  0.100
C  0.9157  -0.1080  3.9288  -0.280
C  2.1034  -0.1893  3.1328  0.009
C  2.0247  -0.7054  1.8226  -0.027
C  0.7268  -0.9168  1.2375  -0.114
N  -0.4110  -0.4760  1.9096  -0.099
C  -0.2711  -0.1733  3.2981  -0.087
C  0.7770  -2.6474  5.4711  -0.037
C  0.2551  -3.8666  5.1748  -0.060
H  0.6038  -6.7917  3.9950  0.081
H  -0.6285  -6.4184  5.1879  0.073
H  0.9988  -7.0247  5.7535  0.094
H  3.0716  -5.6961  5.2119  0.116
H  4.0780  -3.4190  5.2591  0.124
H  3.5512  -1.3922  6.4612  0.144
H  0.4461  1.0669  5.6230  0.180
H  3.0889  -0.0218  3.5455  0.116
H  2.8523  -0.8710  1.1393  0.102
H  0.6169  -1.3753  0.2464  0.094
H  -1.1785  -0.0052  3.8977  0.113
H  0.1172  -1.7795  5.5928  0.102
H  -0.8343  -3.9796  5.0039  0.117
C  4.0984  -2.2403  -2.7228  -0.258
Si  3.6659  -0.8637  -3.9549  0.295
C  5.2383  0.0036  -4.3208  -0.223
C  3.0989  -1.8339  -5.5192  -0.216
Si  1.9693  0.6298  -3.2148  0.526
Si  0.5948  1.4736  -4.8912  0.279
C  1.1271  2.6975  -6.2325  -0.210
C  0.0079  -0.0468  -5.8593  -0.249
C  -0.8285  2.3701  -4.0996  -0.228
Si  3.1342  2.5243  -2.3509  0.354
C  3.9924  3.3763  -3.8217  -0.216
C  1.9076  3.7025  -1.4736  -0.216
C  4.5528  2.1587  -1.0811  -0.221
H  4.9046  -2.9937  -3.1125  0.068
H  3.1660  -2.8520  -2.5492  0.030
H  4.4994  -1.7954  -1.7826  0.018
H  5.9514  -0.8357  -4.3466  0.050
H  5.5292  0.6745  -3.5297  0.004
H  5.1884  0.5208  -5.2592  0.027
H  3.5223  -2.8341  -5.5180  0.021
H  3.4644  -1.2429  -6.4254  0.055
H  2.0672  -1.9236  -5.7625  -0.026
H  0.1955  3.0370  -6.7123  0.036
H  1.8352  2.3439  -6.9527  0.015
H  1.5376  3.6606  -5.7542  0.048
H  -0.5345  -0.8785  -5.4120  0.018
H  0.7972  -0.4115  -6.5528  0.022
H  -0.7215  0.4074  -6.5862  0.041
H  -0.9458  3.4025  -4.4511  0.040
H  -0.7279  2.3665  -3.0102  -0.008
H  -1.7708  1.8651  -4.2799  0.019
H  3.3424  4.1384  -4.2177  0.004
H  4.3143  2.7406  -4.6185  -0.001
H  4.9267  3.9169  -3.4883  0.057
H  1.8632  4.5707  -2.1030  0.014
H  2.2831  3.9658  -0.4909  0.022
H  0.8910  3.3360  -1.3239  -0.010
H  5.1480  1.4112  -1.5690  -0.023
H  4.0799  1.7027  -0.1590  0.030
H  5.1024  3.1295  -0.8760  0.053



Computed, not measured: a structure of composition C32H62ClF3NiO16S7 at a distorted geometry, with ωB97M-V/def2-TZVPD.

**Net charge**: 0
**⟨S²⟩**: 2.00
**Spin multiplicity**: 3
**Lowest unoccupied orbital energy (alpha / beta)**: 0.0 / 0.0 eV
**HOMO (alpha / beta)**: -8.1 / -8.1 eV

Each line ends with the Löwdin spin population.
Positions of all 122 atoms, in Å:
Ni  0.9808  -0.5445  1.0758  1.807
C  -1.6303  -1.8668  2.9493  0.007
O  -1.0355  -3.1383  3.0311  0.000
O  -0.5927  -0.9616  2.4821  0.038
C  -2.9219  -1.9960  2.0637  0.000
F  -2.8136  -2.1211  0.7027  0.000
F  -3.6257  -3.0105  2.4888  0.000
F  -3.7569  -0.9815  2.3297  0.000
C  -1.3497  -3.8960  4.2042  0.000
C  -1.0350  -5.3695  3.8230  0.000
H  0.0506  -5.4475  3.7643  0.000
H  -1.2372  -6.0519  4.6487  0.000
H  -1.4333  -5.7557  2.8848  0.000
H  -2.3785  -3.8358  4.5594  0.000
H  -0.6913  -3.5412  4.9971  0.000
H  -1.9866  -1.5562  3.9314  0.002
Cl  -0.2040  -0.0119  -0.9455  0.055
C  -1.1128  4.2116  2.5844  0.000
C  -0.1237  4.4736  3.7371  0.000
C  1.0886  3.5224  3.5933  0.002
S  1.1659  2.9639  1.7493  0.003
O  0.9504  1.5219  1.6572  0.015
O  2.2489  3.6010  1.0613  0.001
C  -0.4276  3.8261  1.2572  0.000
H  -1.9171  4.9434  2.5088  0.000
H  -1.6400  3.3254  2.9375  0.000
H  -0.5287  4.3222  4.7377  0.000
H  0.2134  5.5101  3.7430  0.000
H  1.0531  2.5604  4.1047  0.000
H  2.0354  3.9975  3.8500  0.000
H  -0.9765  3.1980  0.5556  0.000
H  -0.1527  4.7509  0.7500  0.000
C  3.3001  -1.4923  6.1972  0.000
C  2.6207  -2.6973  5.4648  0.000
C  3.2694  -2.8488  4.0532  0.000
S  3.5906  -1.0945  3.5775  0.003
O  2.4710  -0.7385  2.6636  0.012
O  4.9686  -1.1449  2.9700  0.002
C  3.3125  -0.3153  5.2354  0.001
H  4.3783  -1.6372  6.2657  0.000
H  2.9453  -1.2847  7.2067  0.000
H  1.5437  -2.5475  5.3891  0.000
H  2.7762  -3.5479  6.1284  0.000
H  2.7111  -3.3990  3.2957  0.000
H  4.2319  -3.3478  4.1656  0.000
H  2.3059  0.0964  5.1627  0.000
H  4.0104  0.5082  5.3861  0.000
C  4.1481  2.4167  -1.6363  0.000
C  5.5677  1.8943  -1.1606  0.000
C  5.2465  0.7162  -0.1446  0.002
S  3.7810  -0.1168  -0.9538  0.003
O  2.7229  -0.2174  0.0385  0.018
O  4.2241  -1.3587  -1.6153  0.001
C  3.3168  1.2355  -2.1527  0.000
H  4.3645  3.1359  -2.4262  0.000
H  3.6527  2.8396  -0.7623  0.000
H  6.0554  2.8156  -0.8420  0.000
H  6.0136  1.5973  -2.1098  0.000
H  4.8986  1.0751  0.8240  0.000
H  5.9191  -0.1300  -0.0048  0.000
H  2.2315  1.2940  -2.0693  0.000
H  3.5799  0.9322  -3.1660  0.000
C  0.9186  -4.3350  -2.2232  0.000
C  -0.2213  -5.1703  -1.4668  0.000
C  -0.4370  -4.4188  -0.1469  0.000
S  1.3392  -3.9768  0.4156  0.003
O  1.8649  -4.8836  1.4108  0.003
O  1.4001  -2.5433  0.7065  0.019
C  2.0867  -4.3714  -1.2810  0.001
H  0.7351  -3.2844  -2.4483  0.000
H  1.1397  -4.6252  -3.2504  0.000
H  0.1398  -6.1916  -1.3455  0.000
H  -1.1684  -5.2998  -1.9906  0.000
H  -1.0303  -4.7061  0.7212  0.000
H  -0.9436  -3.4632  -0.2821  0.000
H  2.4595  -5.3745  -1.0736  0.000
H  2.9332  -3.7330  -1.5336  0.000
C  1.2174  5.2022  -4.8985  0.000
C  1.6359  3.9767  -4.2251  0.000
C  0.8661  3.8513  -2.7915  0.000
S  -0.5101  5.0885  -2.8190  0.000
O  -0.7196  5.6918  -1.5477  0.000
O  -1.5904  4.5493  -3.5770  0.000
C  0.4858  6.2053  -3.9590  0.000
H  0.5492  4.9760  -5.7294  0.000
H  2.0269  5.7404  -5.3915  0.000
H  2.7227  3.9090  -4.1770  0.000
H  1.4089  3.1569  -4.9067  0.000
H  1.5514  4.2714  -2.0553  0.000
H  0.5438  2.8909  -2.3891  0.000
H  1.2222  6.7781  -3.3954  0.000
H  -0.2652  6.8594  -4.4020  0.000
C  -2.1054  -2.0113  -3.3161  0.001
C  -3.4639  -2.6165  -3.6434  0.000
C  -3.3402  -3.8006  -4.5316  0.000
S  -1.6319  -3.8096  -5.2161  0.000
O  -1.7327  -3.7998  -6.6935  0.000
O  -0.9568  -4.9205  -4.5091  0.000
C  -1.0859  -2.1240  -4.4743  0.000
H  -1.7219  -2.3889  -2.3683  0.000
H  -2.2615  -0.9594  -3.0769  0.001
H  -4.0399  -1.8988  -4.2276  0.000
H  -3.9495  -2.8663  -2.7000  0.000
H  -4.0102  -3.6785  -5.3826  0.000
H  -3.6069  -4.8028  -4.1960  0.000
H  -1.3755  -1.4042  -5.2399  0.000
H  -0.0164  -2.2110  -4.2828  0.000
C  -4.4566  2.6949  -1.6056  0.000
C  -3.8773  2.1938  -0.2609  0.000
C  -5.0000  2.1875  0.7151  0.000
S  -6.5917  2.7929  -0.0504  0.000
O  -6.7279  4.2439  0.1762  0.000
O  -7.6388  1.8535  0.2601  0.000
C  -5.9315  2.4602  -1.7902  0.000
H  -3.9543  2.4971  -2.5525  0.000
H  -4.1788  3.7463  -1.5320  0.000
H  -3.0967  2.8996  0.0231  0.000
H  -3.3683  1.2301  -0.2436  0.000
H  -4.8820  2.8344  1.5844  0.000
H  -5.2604  1.1448  0.8971  0.000
H  -6.4681  3.0705  -2.5165  0.000
H  -6.0046  1.3916  -1.9919  0.000